1.
Density functional theory data (ωB97M-V/def2-TZVPD) for a structure of composition C40H37NO2P2S4TeV at a distorted geometry.

## Properties
- Kohn-Sham gap (spin up / spin down): 4.06 / 4.04 eV
- Multiplicity: 4
- Charge: -2

The geometry in XYZ format:
```
88
Properties=species:S:1:pos:R:3:forces:R:3
V 1.940 -0.933 1.105 -0.511 -0.464 -0.327
S 1.327 -1.970 3.251 0.158 0.784 0.531
S 2.559 -0.923 4.635 -0.297 0.425 -0.009
S 1.737 0.890 5.395 0.371 -0.550 -0.192
S 4.300 -1.422 0.696 0.140 0.427 0.087
O -1.046 -0.391 -1.477 -1.518 0.128 0.130
C -0.739 -1.534 -2.178 -1.297 -0.545 -0.125
C -1.684 -2.493 -2.602 0.910 0.572 -0.232
C -1.306 -3.489 -3.518 -0.173 0.366 0.553
C -0.010 -3.551 -3.933 1.895 1.653 1.295
C 0.992 -2.642 -3.357 -0.353 -2.713 -2.092
C 0.612 -1.673 -2.471 0.843 0.670 -0.193
P 1.864 -0.625 -1.596 0.253 0.551 -0.394
C 3.264 -0.837 -2.846 0.672 -0.114 0.132
C 3.480 0.016 -3.909 -0.922 1.390 -1.025
C 4.456 -0.238 -4.911 -0.431 0.583 0.561
C 5.298 -1.313 -4.831 -0.283 -1.257 1.207
C 5.130 -2.179 -3.710 0.226 0.469 -1.407
C 4.168 -1.924 -2.772 -0.406 0.682 -0.028
C 1.376 1.146 -2.063 0.438 -1.408 0.552
C 1.966 2.136 -1.313 1.349 0.563 0.395
C 1.849 3.470 -1.710 1.239 0.880 3.220
C 1.050 3.782 -2.759 -0.999 2.663 -2.189
C 0.406 2.805 -3.572 2.225 -0.340 2.904
C 0.611 1.480 -3.156 -1.004 0.294 -1.813
C -2.412 -0.238 -1.047 2.579 -2.232 0.231
C -3.379 0.002 -1.977 -0.906 1.031 -0.203
C -4.692 0.123 -1.566 0.769 -0.756 0.943
C -4.981 -0.272 -0.254 -1.799 1.099 -1.672
C -4.013 -0.570 0.609 2.246 -0.980 1.275
C -2.665 -0.614 0.262 -0.210 1.293 -1.173
P -1.255 -0.832 1.400 0.187 0.679 1.293
C -1.923 -2.384 2.088 0.723 -0.207 -1.014
C -2.683 -2.606 3.228 -0.591 1.531 1.978
C -3.294 -3.824 3.453 -0.244 -0.943 0.065
C -3.083 -4.823 2.522 -0.075 0.261 -0.316
C -2.272 -4.640 1.425 0.969 0.665 -1.141
C -1.645 -3.412 1.143 -1.391 -0.491 2.010
C -1.732 0.547 2.606 0.499 -1.180 0.609
C -2.658 1.522 2.281 -1.558 0.650 -1.322
C -2.988 2.570 3.165 0.447 -0.650 -0.303
C -2.285 2.627 4.371 -1.275 1.790 1.682
C -1.346 1.695 4.721 0.342 -0.989 -1.162
C -1.099 0.602 3.868 -0.592 1.143 -0.166
H -2.693 -2.437 -2.276 -0.672 0.126 0.242
H -1.998 -4.235 -3.909 -0.141 0.320 0.294
H 0.249 -4.332 -4.605 0.592 -0.372 -0.520
H 2.065 -2.826 -3.685 -1.587 0.497 0.695
H 2.809 0.925 -4.045 1.092 -1.286 0.140
H 4.549 0.447 -5.739 -0.084 0.201 -0.118
H 6.031 -1.560 -5.591 -0.034 0.199 -0.034
H 5.691 -3.109 -3.637 0.148 0.280 0.103
H 4.084 -2.598 -1.970 -0.251 -0.778 0.990
H 2.664 1.924 -0.480 -0.675 -0.225 -0.618
H 2.379 4.276 -0.983 -1.368 -1.757 -2.147
H 0.976 4.908 -3.015 -0.063 -1.957 0.185
H 0.002 3.075 -4.498 -0.972 0.237 -1.048
H 0.220 0.673 -3.794 0.090 0.286 0.362
H -3.114 0.133 -2.995 0.338 0.340 -0.798
H -5.435 0.521 -2.207 -0.690 -0.071 -0.633
H -5.994 -0.275 0.090 -0.569 0.148 0.132
H -4.175 -0.751 1.636 -0.760 -0.398 0.975
H -2.860 -1.815 4.052 0.583 -0.952 -1.774
H -3.938 -4.102 4.311 0.536 0.778 -0.430
H -3.614 -5.738 2.566 -0.317 -0.881 0.405
H -2.122 -5.468 0.749 0.007 -0.157 -0.151
H -1.013 -3.235 0.271 -0.112 -0.140 0.275
H -3.208 1.421 1.275 1.007 0.663 1.793
H -3.717 3.330 2.871 0.165 -0.297 0.200
H -2.530 3.383 5.214 0.300 -0.831 -1.827
H -0.710 1.837 5.578 -0.087 -0.323 0.367
H -0.401 -0.125 4.222 0.483 -0.469 -0.227
C -0.268 3.513 1.194 0.054 -0.368 1.137
N 0.859 3.162 2.065 0.000 0.278 -0.347
C 1.144 4.214 2.995 0.596 1.344 1.504
C 1.593 2.014 1.900 -0.525 0.261 -0.096
C 3.042 1.978 2.285 -0.631 -0.248 -0.536
O 1.075 1.048 1.316 0.304 0.306 0.128
H -0.046 4.508 0.738 -0.378 -0.669 0.261
H -1.191 3.490 1.824 0.648 0.441 -0.826
H -0.325 2.730 0.461 -0.282 -0.164 -0.612
H 1.967 3.907 3.708 -0.990 0.318 -0.771
H 0.209 4.491 3.650 1.585 -0.719 -1.275
H 1.460 5.189 2.453 -0.416 -1.351 0.696
H 3.542 1.314 1.569 -0.095 -0.166 0.242
H 3.116 1.564 3.289 0.273 0.161 0.278
H 3.439 2.965 2.127 0.447 0.528 0.502
Te 2.993 -3.392 0.326 -0.199 -0.555 -0.275
```
Positions in Å, forces in eV/Å.

---

2.
Density functional theory data (ωB97M-V/def2-TZVPD) for a cluster of 6 separate species, C40H38BrN4O12S in total at a distorted geometry.

## Properties
- Kohn-Sham gap: 7.88 eV
- Multiplicity: 1
- Energy above the lowest of the compared OMol25 structures with the same formula, charge and spin: 3.497 eV
- Charge: +1

The geometry in XYZ format:
```
96
Properties=species:S:1:pos:R:3:forces:R:3
C 0.814 2.187 -0.057 0.141 0.246 -0.271
C -0.352 2.890 0.797 0.670 0.183 -1.130
S -1.695 1.740 1.363 -0.350 -0.171 0.192
C -2.898 1.428 -0.008 -0.378 1.711 -0.533
N -2.343 0.544 -1.080 1.462 -3.056 0.659
C -1.682 -0.728 -0.966 -0.138 0.348 -2.669
N -1.399 -1.411 0.161 -0.359 0.225 -0.173
C -0.670 -2.711 0.179 0.928 -0.907 0.332
C -1.631 -3.978 0.426 -0.144 1.134 -1.141
O -0.792 -5.158 0.270 1.043 0.594 2.177
C 0.063 -5.326 1.376 0.851 0.255 3.400
O -0.083 -4.729 2.479 -0.299 -1.321 -4.050
C 1.287 -6.369 1.313 -0.575 0.528 -0.891
C 2.234 -6.180 0.026 0.439 -1.160 0.326
N -1.327 -1.241 -2.268 -1.828 3.843 0.051
C -1.745 -0.247 -3.207 0.179 -1.399 6.154
N -2.330 0.788 -2.420 0.906 -1.209 -4.611
Br -2.955 2.256 -3.379 -0.068 -0.018 0.968
H 1.759 2.023 0.567 -1.470 0.268 -0.888
H 1.098 2.874 -0.919 -0.265 -0.876 1.239
H 0.524 1.186 -0.514 0.150 1.214 0.683
H 0.150 3.310 1.738 -1.270 -0.551 -1.216
H -0.848 3.738 0.201 0.855 -1.145 1.045
H -3.156 2.440 -0.493 0.454 -1.607 0.478
H -3.895 1.028 0.401 1.778 0.258 -0.362
H -1.666 -1.030 1.085 0.297 -0.048 -1.083
H 0.142 -2.628 0.990 -1.435 -0.210 -1.056
H -0.102 -2.932 -0.788 -1.083 0.725 1.170
H -2.365 -3.990 -0.458 1.019 -0.222 1.446
H -2.190 -3.940 1.412 0.906 -0.203 -1.207
H 0.826 -7.410 1.379 0.618 1.319 -0.288
H 1.932 -6.209 2.234 -1.305 0.006 -1.115
H 2.329 -7.206 -0.482 -0.202 1.689 0.455
H 3.285 -5.922 0.398 -1.613 -0.133 -0.623
H 1.883 -5.405 -0.724 0.326 -1.009 1.007
H -1.611 -0.340 -4.328 -0.467 0.707 1.510
C -0.563 7.661 3.944 -0.238 -0.140 -0.245
C -0.620 7.053 2.759 -0.128 0.101 0.224
C 0.610 6.691 2.023 0.012 -0.084 -0.263
O 0.558 6.137 0.939 -0.037 0.003 0.179
C 1.905 7.029 2.650 0.172 0.100 0.194
C 1.963 7.637 3.836 0.179 -0.143 -0.265
C 0.733 7.999 4.573 0.052 0.248 0.454
O 0.784 8.551 5.653 -0.027 -0.158 -0.291
H -1.453 7.934 4.497 0.038 0.019 0.028
H -1.560 6.797 2.286 0.026 0.002 -0.025
H 2.795 6.756 2.097 -0.033 -0.010 -0.030
H 2.903 7.892 4.309 -0.040 0.017 0.028
C 3.408 3.213 -3.216 -0.003 0.010 -0.299
C 3.989 3.364 -4.406 -0.345 -0.066 0.173
C 5.444 3.599 -4.525 0.293 0.073 -0.422
O 5.974 3.739 -5.609 -0.178 -0.048 0.271
C 6.229 3.660 -3.273 0.038 -0.011 0.343
C 5.648 3.509 -2.083 0.234 0.045 -0.166
C 4.193 3.274 -1.964 -0.063 -0.018 0.369
O 3.662 3.134 -0.877 0.165 0.039 -0.290
H 2.344 3.041 -3.110 0.008 0.004 0.023
H 3.429 3.321 -5.332 0.056 0.015 -0.016
H 7.293 3.832 -3.379 -0.019 0.001 -0.047
H 6.208 3.552 -1.157 -0.047 -0.008 0.007
C -4.192 -2.806 3.125 -0.018 -0.259 0.059
C -4.468 -4.033 3.565 0.336 0.184 -0.190
C -5.791 -4.363 4.138 -0.198 -0.462 0.216
O -6.042 -5.480 4.541 0.106 0.304 -0.137
C -6.796 -3.280 4.201 -0.108 0.329 -0.055
C -6.519 -2.052 3.760 -0.171 -0.160 0.113
C -5.197 -1.723 3.188 0.014 0.275 -0.046
O -4.944 -0.602 2.783 0.067 -0.173 -0.101
H -3.229 -2.546 2.704 -0.005 0.045 0.069
H -3.743 -4.838 3.526 -0.022 -0.020 0.037
H -7.759 -3.539 4.622 0.029 -0.038 0.003
H -7.243 -1.247 3.799 0.043 0.014 -0.013
C 3.775 -4.279 5.995 -0.257 0.053 -0.220
C 3.359 -4.318 4.729 -0.104 0.084 0.259
C 4.258 -4.757 3.641 -0.054 0.006 -0.226
O 3.879 -4.791 2.484 0.099 0.029 0.218
C 5.634 -5.152 4.009 0.215 -0.047 0.159
C 6.050 -5.113 5.276 0.081 -0.072 -0.329
C 5.151 -4.674 6.365 0.159 0.006 0.475
O 5.529 -4.640 7.519 -0.101 0.000 -0.302
H 3.130 -3.960 6.805 0.041 -0.016 0.022
H 2.354 -4.033 4.441 0.004 -0.039 -0.052
H 6.278 -5.471 3.199 -0.034 0.008 -0.016
H 7.055 -5.398 5.563 -0.028 0.012 0.039
C -3.917 1.472 -7.305 -0.160 0.098 -0.066
C -4.466 2.055 -8.372 -0.098 -0.103 0.363
C -3.673 2.326 -9.591 -0.175 0.228 -0.487
O -4.172 2.858 -10.561 0.125 -0.150 0.307
C -2.250 1.924 -9.581 0.294 -0.132 0.141
C -1.702 1.342 -8.514 0.060 0.063 -0.176
C -2.494 1.071 -7.297 0.056 -0.072 0.011
O -1.993 0.536 -6.321 -0.039 0.042 0.036
H -4.482 1.266 -6.405 0.003 -0.036 -0.006
H -5.507 2.354 -8.395 0.020 0.006 -0.046
H -1.685 2.129 -10.481 -0.042 0.011 -0.006
H -0.661 1.042 -8.490 -0.023 -0.016 0.026
```
Positions in Å, forces in eV/Å.